(1)
{
  "formula": "C23H18N3O6",
  "method": "the ωB97M-V functional and the def2-TZVPD basis",
  "symbols": ["O", "O", "O", "O", "O", "O", "N", "N", "N", "C", "C", "C", "C", "C", "C", "C", "C", "C", "C", "C", "C", "C", "C", "C", "C", "C", "C", "C", "C", "C", "C", "C", "H", "H", "H", "H", "H", "H", "H", "H", "H", "H", "H", "H", "H", "H", "H", "H", "H", "H"],
  "positions_angstrom": [[-2.05972, -0.49508, 2.21665], [-1.26598, -1.10211, 0.19578], [-0.86590, 4.90357, -3.94216], [-0.99437, 1.10733, 3.53107], [0.98544, 1.97351, 2.95832], [0.05137, 6.31472, -2.52618], [0.44203, -6.12293, -0.29987], [-0.66162, -3.67807, 3.21529], [-0.27310, 5.15374, -2.86423], [-1.09686, -0.46220, 1.22747], [-3.25918, 0.57905, 3.98629], [0.07363, 0.33050, 1.51560], [1.05121, 0.68262, 0.47729], [0.65301, 1.89306, -0.36421], [-0.34480, 2.76118, -2.38819], [-2.22520, 0.76833, 2.88096], [0.30129, -3.76921, 0.80258], [0.69951, -3.54314, -2.11791], [-0.04201, 1.68676, -1.56426], [0.39141, -5.05689, 0.18455], [2.59116, -2.15752, -1.51820], [-0.21848, -3.75084, 2.13386], [1.37829, -3.96821, -3.25782], [0.67062, 4.27958, -0.76324], [0.08774, 1.19198, 2.69265], [2.66112, -3.48323, -3.54868], [-2.68578, 1.85295, 1.90814], [3.25472, -2.56126, -2.67797], [0.03404, 4.06270, -2.00248], [0.96370, 3.19445, 0.05214], [1.37811, -2.77084, -1.14637], [0.84513, -2.66836, 0.20837], [-2.86785, 2.77771, 2.47387], [-2.88664, -0.13408, 4.72646], [3.18771, -3.82702, -4.44631], [-0.34526, 0.67498, -1.84789], [3.04481, -1.44715, -0.83327], [1.18680, -0.17403, -0.18557], [4.25619, -2.19080, -2.88500], [1.99079, 0.89879, 1.01368], [-0.33908, -3.82973, -1.93962], [-4.19028, 0.20996, 3.54770], [-0.86735, 2.61382, -3.32679], [0.92381, 5.28802, -0.45388], [0.91544, -4.72687, -3.89139], [1.42903, 3.34978, 1.02666], [-3.42341, 1.54962, 4.46268], [1.03727, -1.76728, 0.79094], [-3.62927, 1.53426, 1.44071], [-1.94324, 2.05388, 1.12178]],
  "nbo_charge": [-0.546, -0.697, -0.408, -0.545, -0.678, -0.403, -0.339, -0.292, 0.509, 0.753, -0.622, -0.511, -0.447, 0.058, -0.185, 0.534, -0.328, -0.164, -0.177, 0.307, -0.132, 0.288, -0.215, -0.167, 0.772, -0.207, -0.672, -0.228, -0.023, -0.230, -0.123, 0.043, 0.215, 0.230, 0.212, 0.230, 0.215, 0.208, 0.211, 0.235, 0.233, 0.214, 0.240, 0.238, 0.217, 0.254, 0.209, 0.259, 0.219, 0.236],
  "de_lowest_kcal_mol": 0.00,
  "charge": -1,
  "homo_ev": -4.70,
  "lumo_ev": 1.57,
  "homo_lumo_gap_ev": 6.270
}

***

(2)
{
  "formula": "C23H18N3OS3W",
  "method": "the ωB97M-V functional and the def2-TZVPD basis",
  "symbols": ["W", "S", "S", "S", "O", "N", "N", "N", "C", "C", "C", "C", "C", "C", "C", "C", "C", "C", "C", "C", "C", "C", "C", "C", "C", "C", "C", "C", "C", "C", "C", "H", "H", "H", "H", "H", "H", "H", "H", "H", "H", "H", "H", "H", "H", "H", "H", "H", "H"],
  "positions_angstrom": [[-0.67094, -1.29614, -0.58046], [1.58838, -1.16131, -1.19942], [3.67520, 0.72390, -0.43548], [-0.78877, -1.64862, 1.48058], [-2.19966, -0.60001, -1.39699], [-0.22435, 0.81833, -0.36867], [1.07847, 1.25584, -0.18683], [-1.87276, -7.68327, -3.87408], [-2.54422, 1.58469, -0.52276], [-3.49088, 2.59555, -0.26041], [3.78810, 1.60297, 4.74711], [3.74300, 2.05972, 1.99727], [0.15786, -5.00429, -2.92092], [-0.62572, 3.15616, 0.06243], [1.97551, 0.41868, -0.53882], [-2.04104, -4.80838, -1.91688], [0.55356, -3.82834, -2.31472], [-1.11820, 1.77851, -0.25956], [3.73347, 2.28389, 0.51393], [-0.34072, -3.13394, -1.50627], [-4.81432, 2.45350, -0.61123], [2.58779, 1.87396, 4.10664], [4.96617, 1.56522, 4.01582], [-1.13933, -5.48765, -2.72728], [-1.54503, -6.70854, -3.36457], [2.56543, 2.10092, 2.73906], [-1.62685, -3.63863, -1.29425], [4.94271, 1.79276, 2.64915], [-3.03956, 0.42797, -1.14448], [-4.36277, 0.28346, -1.53378], [-5.25086, 1.30353, -1.26094], [1.66868, 1.91573, 4.67601], [0.17352, 3.12088, 0.79409], [-4.66829, -0.62439, -2.03401], [5.90595, 1.36409, 4.51192], [-1.41337, 3.80560, 0.41462], [-3.20182, 3.50633, 0.23574], [-3.03511, -5.20055, -1.75656], [-6.28864, 1.20175, -1.54803], [2.90225, 2.90378, 0.18561], [3.80729, 1.43018, 5.81445], [-0.20864, 3.59126, -0.84969], [5.86717, 1.76525, 2.08408], [0.84286, -5.55408, -3.55078], [-2.34539, -3.15370, -0.62434], [-5.51277, 3.24608, -0.38457], [1.55815, -3.46141, -2.47792], [4.65993, 2.74710, 0.17494], [1.62853, 2.31567, 2.24130]],
  "nbo_charge": [1.232, 0.027, 0.373, -0.007, -0.688, -0.350, -0.364, -0.229, -0.222, -0.120, -0.203, 0.032, -0.131, -0.673, -0.058, -0.134, -0.208, 0.412, -0.554, -0.206, -0.220, -0.191, -0.192, -0.124, 0.243, -0.243, -0.259, -0.230, 0.413, -0.271, -0.125, 0.216, 0.262, 0.243, 0.225, 0.233, 0.224, 0.248, 0.238, 0.247, 0.224, 0.266, 0.215, 0.248, 0.249, 0.239, 0.243, 0.249, 0.201],
  "de_lowest_kcal_mol": 0.00,
  "charge": 1,
  "homo_ev": -11.48,
  "lumo_ev": -4.95,
  "homo_lumo_gap_ev": 6.522
}

***

(3)
{
  "formula": "C23H18N4OS2",
  "method": "the ωB97M-V functional and the def2-TZVPD basis",
  "symbols": ["S", "S", "O", "N", "N", "N", "N", "C", "C", "C", "C", "C", "C", "C", "C", "C", "C", "C", "C", "C", "C", "C", "C", "C", "C", "C", "C", "C", "C", "C", "H", "H", "H", "H", "H", "H", "H", "H", "H", "H", "H", "H", "H", "H", "H", "H", "H", "H"],
  "positions_angstrom": [[0.88953, 1.41519, 0.10912], [-3.07852, -0.62615, -3.13560], [0.80501, -2.19564, 0.42843], [-4.25720, -1.90277, 0.43575], [3.29583, 0.83126, 0.93114], [1.60151, -0.22154, 2.15987], [0.30033, -0.70761, 2.05292], [-1.50662, -1.75843, 0.89352], [3.46621, 3.53954, -2.17416], [5.96751, 3.65109, -2.14650], [3.45334, 1.73317, -0.08999], [-1.92920, -2.56796, 3.21901], [-5.35918, -1.24016, -2.12610], [4.67786, 2.20771, -0.55969], [-2.82992, -2.97395, 4.16598], [-2.03434, -1.45355, -0.33160], [-3.43686, -1.53039, -0.52304], [-3.75967, -2.23577, 1.63709], [2.06624, 0.57198, 1.14500], [5.94675, 1.73020, 0.07167], [-4.02980, -1.18715, -1.79415], [2.24596, 3.07854, -1.71840], [-4.20276, -3.01180, 3.87609], [-0.03149, -1.61130, 1.07231], [4.67170, 3.11975, -1.61318], [-5.61313, -0.83483, -3.44741], [-2.36838, -2.18122, 1.93883], [-4.66131, -2.65360, 2.63982], [-4.47995, -0.47587, -4.11019], [2.24968, 2.17535, -0.67515], [1.32026, 3.40993, -2.16184], [5.71484, 1.02885, 0.86720], [5.79310, 4.34788, -2.96205], [6.50727, 2.56794, 0.48545], [-6.59282, -0.80948, -3.88991], [6.52186, 4.16565, -1.36229], [2.27683, -0.91331, 2.47226], [-4.89441, -3.33480, 4.64004], [3.48556, 4.24608, -2.99105], [-0.41253, -0.11914, 2.46413], [6.59247, 2.83723, -2.51259], [-6.10761, -1.56343, -1.42706], [6.57883, 1.23698, -0.66598], [-4.38106, -0.12986, -5.12017], [-5.71007, -2.68531, 2.39060], [-2.48670, -3.27278, 5.14524], [-1.39325, -1.14232, -1.14242], [-0.87171, -2.55420, 3.43905]],
  "nbo_charge": [0.301, 0.443, -0.564, -0.404, -0.493, -0.441, -0.466, -0.087, -0.203, -0.628, 0.104, -0.217, -0.196, 0.058, -0.207, -0.206, 0.186, 0.147, 0.293, -0.656, -0.243, -0.220, -0.202, 0.649, -0.036, -0.258, -0.029, -0.183, -0.397, -0.222, 0.218, 0.241, 0.215, 0.215, 0.227, 0.217, 0.404, 0.218, 0.207, 0.404, 0.217, 0.241, 0.216, 0.237, 0.226, 0.217, 0.234, 0.220],
  "de_lowest_kcal_mol": 0.00,
  "charge": 0,
  "homo_ev": -8.24,
  "lumo_ev": -0.38,
  "homo_lumo_gap_ev": 7.861,
  "smiles": "Cc1ccc2sc(NNC(=O)c3cc(-c4cccs4)nc4ccccc34)nc2c1C"
}

***

(4)
{
  "formula": "C23H18NOPSW",
  "method": "the ωB97M-V functional and the def2-TZVPD basis",
  "symbols": ["W", "S", "P", "O", "N", "C", "C", "C", "C", "C", "C", "C", "C", "C", "C", "C", "C", "C", "C", "C", "C", "C", "C", "C", "C", "C", "C", "C", "H", "H", "H", "H", "H", "H", "H", "H", "H", "H", "H", "H", "H", "H", "H", "H", "H", "H"],
  "positions_angstrom": [[0.83120, 0.56509, 0.21774], [1.72317, -0.61910, -1.48837], [0.17161, 2.76854, 1.26250], [0.52072, -1.19329, 1.02792], [0.91708, -2.35677, 0.34295], [0.65323, -3.50464, 0.98528], [-2.82888, 1.52809, -1.96492], [2.69890, 1.99783, 0.64313], [1.61601, -4.64959, -0.87105], [-0.86037, 1.29418, -0.62191], [-3.11221, 2.72593, -1.31595], [4.02577, 2.55569, -1.27616], [1.86849, -3.43628, -1.48907], [-2.28083, 3.23718, -0.32382], [1.78445, 3.45805, -1.04176], [0.39678, 6.57474, 3.77690], [2.97346, 3.33469, -1.75515], [1.11693, 4.33164, 3.30243], [-0.52080, 6.50984, 2.73949], [1.00274, -4.68758, 0.37821], [-0.62225, 5.35769, 1.97327], [-1.13379, 2.53560, 0.02061], [1.65683, 2.84717, 0.20291], [1.21554, 5.48810, 4.05563], [-1.70610, 0.80009, -1.61929], [3.88976, 1.86819, -0.08403], [0.20295, 4.26873, 2.25073], [1.50145, -2.26268, -0.84930], [0.96522, 4.03850, -1.44822], [0.47120, 7.47449, 4.37259], [-2.55521, 4.15986, 0.16012], [1.74545, 3.48406, 3.54949], [4.69046, 1.24734, 0.29515], [1.92322, 5.53811, 4.87178], [-1.33082, 5.33621, 1.16335], [-3.49542, 1.16611, -2.73615], [4.94100, 2.47461, -1.84657], [-4.00244, 3.27782, -1.58805], [0.79341, -5.61918, 0.88309], [3.08140, 3.85088, -2.70034], [2.34393, -3.38067, -2.45831], [0.17352, -3.39655, 1.94673], [1.90014, -5.56963, -1.36412], [-1.48531, -0.13712, -2.11206], [-1.16136, 7.35291, 2.51998], [2.65882, 1.58783, 1.66333]],
  "nbo_charge": [1.151, 0.159, 0.939, -0.521, -0.020, 0.070, -0.184, -0.421, -0.098, -0.406, -0.116, -0.175, -0.203, -0.219, -0.184, -0.150, -0.114, -0.123, -0.184, -0.209, -0.185, -0.209, -0.283, -0.205, -0.127, -0.096, -0.391, 0.027, 0.250, 0.243, 0.237, 0.210, 0.253, 0.241, 0.213, 0.250, 0.257, 0.249, 0.270, 0.254, 0.264, 0.267, 0.262, 0.235, 0.242, 0.278],
  "charge": 2,
  "homo_ev": [-14.41, -14.41],
  "lumo_ev": [-7.74, -7.74],
  "homo_lumo_gap_ev": [6.675, 6.677]
}